No. 1
DFT (the ωB97M-V functional and the def2-TZVPD basis) results for 12 unconnected molecules or ions with the total composition C4H35N2O12 in a non-equilibrium geometry.

Structure (XYZ):
```
53
Properties=species:S:1:pos:R:3
O -2.93 -3.45 -2.81
O -0.99 -3.71 -1.05
O -0.16 -0.88 -2.90
O 2.96 -2.93 3.36
O -2.03 0.47 -0.73
O -3.48 0.04 -3.16
O -2.91 3.29 -2.69
O -1.00 0.04 1.80
O -0.17 -1.34 -0.30
O -0.61 -3.77 2.80
O -0.33 4.96 0.95
O 3.35 -3.16 -0.10
N 3.07 2.29 -0.62
N -0.18 1.98 0.45
C 0.22 0.55 2.33
C 0.95 1.21 1.15
C 2.62 2.98 0.55
C 2.13 2.11 1.67
H 2.80 2.68 -1.41
H -2.93 0.51 -3.88
H -0.15 3.15 0.70
H 3.41 3.61 1.00
H -3.30 -3.57 -2.00
H -3.13 -2.55 -3.19
H -4.35 -0.19 -3.59
H -0.79 -0.70 1.03
H -3.69 2.73 -2.57
H -0.18 1.90 -0.57
H -0.15 1.22 3.19
H 0.80 -0.21 2.87
H 2.89 1.53 2.26
H -2.83 0.25 -0.20
H 1.45 0.38 0.54
H 2.90 -2.94 0.66
H -2.02 -0.10 -1.56
H -0.78 -4.53 -0.65
H -0.77 -4.04 1.97
H 2.50 -3.06 4.06
H 4.07 -3.76 0.26
H -1.23 1.66 0.74
H 0.27 -0.38 -2.23
H -0.82 -2.06 -0.70
H 1.77 2.84 2.42
H 4.03 2.09 -0.62
H -1.69 -3.74 -1.82
H 0.11 -1.90 -2.74
H -2.84 3.83 -3.41
H -1.25 4.86 1.19
H 1.91 3.87 0.47
H 3.26 -3.72 3.04
H 0.37 -1.85 0.35
H -0.17 5.72 0.36
H -0.01 -4.22 3.36
```

The energy relative to the best compared isomer or geometry (same formula, charge and spin) comes out at 438.68 kJ/mol. Its expectation value of S² is 0.751. For the frontier orbital gap (spin up / spin down), the calculation gives 2.07 / 9.54 eV. As for the spin multiplicity: 2.

The computed Löwdin charges, all in e, follow: O -0.03; O -0.11; O -0.13; O 0.06; O -0.16; O -0.15; O -0.07; O -0.20; O -0.17; O 0.00; O -0.09; O -0.06; N 0.06; N 0.14; C -0.27; C -0.29; C -0.33; C -0.17; H 0.01; H 0.07; H 0.18; H 0.11; H -0.03; H 0.07; H 0.04; H 0.09; H 0.02; H 0.10; H 0.14; H 0.12; H 0.13; H 0.06; H 0.15; H -0.05; H 0.02; H 0.02; H -0.06; H -0.08; H 0.07; H 0.17; H -0.03; H 0.07; H 0.11; H 0.06; H 0.04; H 0.10; H -0.03; H 0.03; H 0.11; H 0.00; H 0.07; H 0.07; H 0.01


No. 2
DFT (the ωB97M-V functional and the def2-TZVPD basis) results for 14 unconnected molecules or ions with the total composition C4H35NO13 in a non-equilibrium geometry.

Structure (XYZ):
```
53
Properties=species:S:1:pos:R:3
O -1.76 -2.54 -3.31
O -2.26 1.25 3.21
O -0.28 -2.75 0.58
O 2.29 -2.21 0.76
O 2.77 2.94 1.56
O 3.12 2.40 -2.03
O -2.78 -0.14 -2.42
O -3.67 1.65 1.13
O -0.94 -0.81 4.18
O 3.81 0.59 0.67
O 1.82 0.78 3.65
O 2.14 -2.59 -1.90
O -4.05 -1.65 -0.03
N 0.15 1.01 -1.72
C 0.72 -0.33 -3.60
C -0.04 0.94 -0.25
C -0.98 2.05 0.17
C 0.24 -0.21 -2.35
H -0.23 -1.07 -1.86
H -2.01 1.67 0.03
H 0.98 0.60 -4.12
H 3.32 1.31 1.15
H 2.68 1.56 -2.01
H 2.39 -1.61 0.02
H -3.12 -1.82 -0.08
H -1.05 2.36 1.23
H 2.15 2.58 2.22
H 1.39 -2.07 -1.65
H -2.13 -1.83 -2.74
H -2.72 0.36 -3.23
H 2.17 3.13 0.85
H -4.26 0.89 1.10
H -0.43 -0.05 -0.06
H -1.62 1.18 3.87
H 3.62 -0.05 1.37
H -2.46 0.52 -1.78
H -4.27 -1.45 -0.95
H 2.06 -3.25 -2.57
H -1.71 -1.10 3.67
H 0.52 1.82 -2.19
H 2.65 -2.97 0.27
H 3.83 2.38 -1.38
H 1.22 -1.18 -4.03
H -0.56 -1.97 0.11
H 0.69 -2.58 0.77
H -1.31 -1.04 5.05
H -0.97 2.97 -0.43
H -4.19 2.35 0.74
H 1.70 1.27 4.47
H 0.94 1.12 0.19
H 1.10 0.14 3.77
H -1.98 0.66 2.51
H -1.71 -1.94 -4.07
```

The energy relative to the best compared isomer or geometry (same formula, charge and spin) comes out at 432.14 kJ/mol. For the frontier orbital gap, the calculation gives 8.31 eV.

The computed Löwdin charges, all in e, follow: O -0.08; O -0.05; O -0.08; O -0.05; O -0.04; O -0.04; O -0.04; O -0.07; O -0.05; O -0.08; O -0.04; O -0.03; O -0.04; N -0.03; C -0.01; C -0.21; C -0.09; C -0.29; H 0.08; H 0.03; H 0.06; H -0.02; H 0.00; H 0.03; H 0.01; H 0.07; H 0.03; H -0.01; H -0.02; H 0.07; H 0.04; H 0.04; H 0.08; H -0.01; H 0.02; H 0.04; H 0.03; H 0.06; H 0.06; H 0.12; H 0.07; H 0.03; H 0.05; H -0.03; H -0.01; H 0.07; H 0.08; H 0.06; H 0.05; H 0.09; H 0.02; H 0.01; H 0.03


No. 3
DFT (the ωB97M-V functional and the def2-TZVPD basis) results for 14 unconnected molecules or ions with the total composition C4H36N2O15 in a non-equilibrium geometry.

Structure (XYZ):
```
57
Properties=species:S:1:pos:R:3
O -1.42 2.85 2.45
O -1.21 -1.76 3.09
O 0.65 -3.09 1.71
O 3.03 1.40 -0.84
O 1.00 -2.97 -2.34
O -1.97 -1.14 -4.09
O 0.32 1.39 -3.93
O 2.96 -1.39 -1.55
O -0.72 -3.88 -0.48
O -3.42 0.19 -0.92
O 1.04 2.95 -1.58
O 1.60 -0.41 0.47
O -0.29 4.76 0.87
O 2.07 -0.93 3.24
O -0.04 0.95 4.14
N 0.97 1.59 1.04
N -1.62 0.28 0.70
C -0.53 -0.75 -1.37
C 0.71 0.40 0.42
C -2.97 0.74 0.30
C -0.64 0.35 -0.35
H -0.86 0.45 3.81
H -1.38 -0.41 -3.97
H 3.09 1.14 0.03
H -1.89 -2.30 3.19
H -3.62 0.49 1.24
H 1.50 1.45 1.89
H 2.21 -1.01 -0.89
H 1.03 -2.48 0.98
H 1.56 2.32 -1.09
H 0.15 -3.78 1.05
H -1.55 -4.26 -0.67
H 2.75 -1.10 3.87
H -1.43 -0.99 -1.90
H 1.73 -2.49 -1.96
H -0.82 1.26 -0.95
H 0.99 -2.87 -3.30
H -0.67 4.02 1.41
H -2.26 2.99 2.71
H 0.19 2.02 -4.45
H 0.24 -0.54 -2.14
H 3.09 0.63 -1.33
H -1.61 -0.58 1.27
H 1.63 3.68 -1.53
H 0.63 0.41 3.71
H 0.58 1.70 -3.03
H -0.34 -3.74 -1.44
H -0.21 -1.78 -0.97
H -3.28 -0.79 -1.07
H -2.71 -0.74 -4.31
H -0.57 -2.05 2.56
H 2.10 -1.62 2.68
H 0.11 4.34 0.13
H 0.33 2.32 1.08
H -0.95 2.53 3.22
H -2.95 1.87 0.11
H 3.62 -1.62 -0.91
```

The energy relative to the best compared isomer or geometry (same formula, charge and spin) comes out at 559.17 kJ/mol. For the frontier orbital gap, the calculation gives 9.39 eV.

The computed Löwdin charges, all in e, follow: O 0.00; O 0.06; O -0.15; O 0.02; O -0.07; O 0.02; O 0.04; O -0.09; O -0.10; O -0.08; O -0.05; O 0.00; O -0.07; O 0.03; O -0.09; N 0.21; N 0.00; C -0.06; C -0.43; C -0.28; C -0.29; H 0.07; H 0.01; H 0.01; H -0.01; H 0.14; H 0.12; H 0.06; H 0.05; H -0.02; H 0.10; H 0.03; H 0.05; H 0.05; H -0.02; H 0.15; H 0.08; H -0.01; H 0.01; H -0.09; H 0.09; H 0.00; H 0.10; H 0.06; H -0.02; H 0.03; H 0.09; H 0.07; H 0.11; H -0.04; H -0.09; H -0.04; H -0.04; H 0.05; H 0.03; H 0.14; H 0.06


No. 4
DFT (the ωB97M-V functional and the def2-TZVPD basis) results for 14 unconnected molecules or ions with the total composition C4H37N2O14 in a non-equilibrium geometry.

Structure (XYZ):
```
57
Properties=species:S:1:pos:R:3
O 3.14 -1.20 -1.19
O -1.97 2.14 -2.47
O 0.59 1.40 -2.05
O -4.26 -1.35 0.82
O 1.50 -3.17 -0.18
O 2.42 -1.85 2.45
O -2.20 2.31 1.71
O -1.42 3.89 -0.41
O 2.36 2.82 1.59
O -0.23 -2.71 1.58
O 2.32 0.25 0.73
O 0.23 1.50 2.63
O 2.63 0.32 -3.34
O 1.20 3.68 -0.67
N -0.13 -0.16 0.10
N -1.14 -2.64 -0.98
C -1.26 -3.31 1.37
C -1.57 -0.35 -0.20
C -1.91 -3.37 0.01
C -1.72 -1.34 -1.35
H 0.99 2.08 2.37
H 0.25 -1.09 0.26
H -1.72 3.40 -1.21
H 0.57 -2.95 -0.30
H -1.04 1.81 -2.44
H 1.30 1.09 -2.64
H -2.04 0.60 -0.47
H 2.96 -0.28 -2.62
H 2.97 3.47 1.96
H 3.02 -2.48 2.03
H -1.70 3.33 0.35
H -2.09 2.48 -3.36
H -2.94 -2.96 0.12
H 1.53 -2.22 2.35
H 2.78 -0.16 -4.16
H 0.37 0.31 -0.68
H 2.65 1.10 1.07
H -2.77 -1.43 -1.62
H 1.67 -4.08 -0.46
H -1.19 -0.98 -2.24
H 2.60 -1.99 -0.97
H 0.44 1.09 3.48
H 2.42 -0.43 1.44
H -1.04 -3.20 -1.82
H 0.22 3.85 -0.54
H 0.96 2.21 -1.62
H 1.97 3.18 0.76
H -1.34 2.09 2.16
H -2.11 -0.73 0.67
H -1.79 -3.85 2.18
H 1.59 4.43 -1.13
H -2.61 2.89 2.36
H -0.01 0.40 0.95
H 2.89 -0.55 -0.52
H -4.46 -0.47 0.49
H -2.07 -4.42 -0.27
H -4.95 -1.57 1.45
```

The energy relative to the best compared isomer or geometry (same formula, charge and spin) comes out at 0.00 kJ/mol. The net charge is +1. For the frontier orbital gap, the calculation gives 10.91 eV.

The computed Löwdin charges, all in e, follow: O -0.08; O -0.07; O -0.08; O -0.05; O -0.06; O -0.04; O -0.06; O -0.07; O -0.06; O 0.01; O -0.07; O -0.06; O -0.07; O -0.06; N 0.18; N -0.08; C -0.17; C -0.15; C -0.15; C -0.17; H 0.03; H 0.10; H 0.02; H -0.01; H 0.01; H 0.03; H 0.11; H 0.01; H 0.09; H 0.07; H 0.01; H 0.07; H 0.11; H 0.02; H 0.06; H 0.10; H 0.04; H 0.13; H 0.08; H 0.13; H 0.01; H 0.09; H 0.03; H 0.13; H 0.03; H 0.04; H 0.03; H 0.01; H 0.10; H 0.14; H 0.09; H 0.07; H 0.11; H -0.02; H 0.06; H 0.14; H 0.06